Run i
Below is a structure of composition C4H7NO, with properties calculated with the ωB97M-V functional and the def2-TZVPD basis.

XYZ file:
```
13
Properties=species:S:1:pos:R:3:lowdin_charge:R:1
C -0.3420 -0.8365 -0.6281 -0.09
C 0.5715 0.3171 -0.3074 -0.35
H -1.0271 -0.3780 1.3983 0.11
H 3.1153 -0.7009 0.7890 0.09
H -0.7327 -0.7741 -1.6510 0.11
H -2.3774 -0.1259 0.2545 0.10
N 1.7108 0.3820 0.2459 0.03
H -1.0376 1.6338 -0.9313 0.11
O 2.3673 -0.8519 0.1979 -0.07
C -0.5799 1.2363 -0.0184 -0.11
C -1.2916 -0.0920 0.3747 -0.15
H 0.0441 -1.8389 -0.4375 0.10
H -0.4207 2.0289 0.7134 0.11
```

Values from the calculation:
* HOMO-LUMO gap: 10.48 eV
* LUMO: 1.1 eV
* HOMO: -9.375 eV

Run ii
Below is the molecule C4H7NO, with properties calculated with the ωB97M-V functional and the def2-TZVPD basis.

XYZ file:
```
13
Properties=species:S:1:pos:R:3:lowdin_charge:R:1
O -0.5357 2.1121 0.3647 0.04
H 2.0016 0.9649 1.2496 0.07
H -2.3427 0.3685 -1.2391 0.13
H -2.5220 -1.8508 -0.4412 0.10
H 2.7468 0.7715 -0.3506 0.07
C -1.8780 -1.0888 0.0033 0.02
C 0.6888 0.0632 -0.1809 -0.20
H 2.5061 -0.6336 0.7035 0.06
N -1.7525 0.0805 -0.4655 0.07
H 0.5380 -0.7688 -0.8610 0.08
C -0.2740 1.0024 -0.0057 -0.42
C 2.0609 0.3127 0.3719 -0.12
H -1.2374 -1.3336 0.8510 0.10
```

Values from the calculation:
* HOMO-LUMO gap: 7.49 eV
* LUMO: 0.0 eV
* HOMO: -7.442 eV

run ii has the most favorable energy; the next structure is 7.8 kJ/mol above.

Run i
Below is a cluster of 2 separate species, C2H7NS2 in total, with properties calculated with the ωB97M-V functional and the def2-TZVPD basis.

XYZ file:
```
12
Properties=species:S:1:pos:R:3:lowdin_charge:R:1
N -2.0576 0.1539 0.7684 0.02
H -0.3799 -2.0016 1.1691 0.02
C -2.3444 -1.2463 0.9138 -0.26
H 0.6400 -0.9364 -0.6892 -0.21
S 0.9429 1.7795 -0.5008 0.21
H 1.8075 1.9071 0.5672 -0.21
H -1.5868 -3.3940 1.1921 0.05
C -1.4417 -2.2936 1.1290 -0.04
S 1.8276 -0.2294 -0.9029 0.22
H -1.5270 0.6360 1.4538 0.05
H -2.8299 0.7863 0.5361 0.08
H -3.3327 -1.6376 0.5958 0.09
```

Values from the calculation:
* HOMO-LUMO gap: 8.17 eV
* LUMO: -0.2 eV
* HOMO: -8.385 eV

Run ii
Below is a cluster of 2 separate species, C2H7NS2 in total, with properties calculated with the ωB97M-V functional and the def2-TZVPD basis.

XYZ file:
```
12
Properties=species:S:1:pos:R:3:lowdin_charge:R:1
N 2.2931 0.1733 -1.0249 -0.64
H 3.6980 0.7209 0.3605 0.12
C 3.2959 -0.2251 -0.1851 -0.32
H -2.1835 -0.6317 -1.1289 -0.23
H 3.2543 -1.0183 0.5575 0.06
S -3.1258 0.2725 -1.0139 0.59
H 4.1978 -0.5339 -0.7996 0.10
C -3.1381 0.3697 0.8496 -0.40
H -3.9558 0.8152 1.1197 -0.05
H -2.9186 -0.6984 1.0883 0.05
H -2.2846 1.0135 1.0350 0.02
S 0.8673 -0.2577 -0.8582 0.71
```

Values from the calculation:
* HOMO-LUMO gap: 7.31 eV
* LUMO: -1.0 eV
* HOMO: -8.307 eV

run i has the most favorable energy; the next structure is 140.0 kJ/mol above.

Run i
Below is a cluster of 2 separate species, C2H7NS2 in total, with properties calculated with the ωB97M-V functional and the def2-TZVPD basis.

XYZ file:
```
12
Properties=species:S:1:pos:R:3:lowdin_charge:R:1
H -1.0428 0.6873 4.0303 0.00
H -0.2582 -1.6668 -2.4667 0.07
H 0.7598 0.7495 -1.0822 0.05
S -0.1747 1.5816 2.2298 0.57
N -0.2963 0.5342 3.4322 -0.46
S -1.1605 -0.0340 -0.0192 0.46
H 1.0455 -0.6632 -2.8539 0.05
C -0.1385 0.2523 -1.4608 -0.74
H -0.7570 0.9078 -2.2144 0.09
H 0.5350 -0.0092 3.6634 0.05
C 0.4870 -1.0067 -2.0336 -0.19
H 1.0007 -1.3329 -1.2249 0.03
```

Values from the calculation:
* HOMO-LUMO gap (spin up / spin down): 6.64 / 6.64 eV
* LUMO (spin up / spin down): -1.5 / -1.5 eV
* HOMO (spin up / spin down): -8.171 / -8.171 eV

Run ii
Below is a cluster of 2 separate species, C2H7NS2 in total, with properties calculated with the ωB97M-V functional and the def2-TZVPD basis.

XYZ file:
```
12
Properties=species:S:1:pos:R:3:lowdin_charge:R:1
C 3.3759 0.1712 0.0884 -0.51
S 1.5011 0.1212 0.3497 0.51
H -1.1357 0.4346 -0.0683 -0.01
H 3.9029 0.1838 1.0750 0.02
H -1.7239 -1.9545 -0.9496 -0.11
H 3.7724 -0.8242 -0.3994 0.06
H -2.2360 0.5130 1.3318 0.12
H -2.4890 1.6221 -0.1336 0.06
H 3.6234 0.9803 -0.5810 -0.01
N -3.2784 -0.1610 -0.2271 -0.53
C -2.2127 0.6375 0.1707 -0.30
S -3.1000 -1.7241 -0.6566 0.70
```

Values from the calculation:
* HOMO-LUMO gap (spin up / spin down): 9.58 / 5.74 eV
* LUMO (spin up / spin down): -0.1 / -2.2 eV
* HOMO (spin up / spin down): -9.645 / -7.960 eV

run i has the most favorable energy; the next structure is 119.7 kJ/mol above.

Run i
Below is the molecule C7H10, with properties calculated with the ωB97M-V functional and the def2-TZVPD basis.

XYZ file:
```
17
Properties=species:S:1:pos:R:3:lowdin_charge:R:1
H 0.5186 -0.9509 1.6740 0.09
H 1.9263 1.5025 0.3712 0.12
H -2.2541 -1.1453 -0.5180 0.10
C 1.3058 -0.5524 1.0403 -0.09
C -1.4757 0.8286 0.2069 -0.13
H -0.2959 -0.7855 -2.0129 0.13
H 2.0934 -1.1292 -0.9865 0.13
C 1.1947 0.7163 0.2049 -0.15
C -0.1411 0.9767 -0.5391 -0.23
H 2.2991 -0.7533 1.4433 0.11
C -1.3849 -0.7061 -0.0255 -0.13
C -0.1554 -0.4995 -0.9699 -0.20
H -2.3227 1.2780 -0.3249 0.10
H -1.4834 1.1918 1.2388 0.10
H -0.0659 1.7408 -1.3215 0.14
H -1.1910 -1.2713 0.8887 0.09
C 1.2759 -0.6756 -0.4332 -0.18
```

Values from the calculation:
* HOMO-LUMO gap: 10.37 eV
* LUMO: 1.2 eV
* HOMO: -9.123 eV

Run ii
Below is the molecule C7H10, with properties calculated with the ωB97M-V functional and the def2-TZVPD basis.

XYZ file:
```
17
Properties=species:S:1:pos:R:3:lowdin_charge:R:1
H 2.4043 -1.2340 1.1452 0.10
C 1.3663 -1.5233 0.6522 -0.12
C 0.5722 -0.3763 0.2445 -0.13
H 2.1294 2.3553 -0.9334 0.02
C -1.0484 -0.0748 -0.3234 -0.19
H 1.7034 -2.2879 -0.2002 0.11
H -0.9806 2.0845 0.1273 0.17
H 2.8492 1.1548 0.1681 0.06
C -2.2624 -0.6708 0.1519 -0.13
C 0.8345 0.8181 -0.4599 -0.35
C 1.9788 1.5122 -0.3798 0.07
H -2.2772 -1.6558 0.6606 0.07
C -0.6381 1.2661 -0.7072 -0.14
H 0.8986 -2.1887 1.5497 0.11
H -3.0602 -0.6129 -0.7505 0.12
H -0.8353 1.5703 -1.7415 0.11
H -2.7804 -0.0716 1.0393 0.11
```

Values from the calculation:
* HOMO-LUMO gap (spin up / spin down): 7.64 / 7.80 eV
* LUMO (spin up / spin down): 0.2 / 0.5 eV
* HOMO (spin up / spin down): -7.462 / -7.348 eV

Run iii
Below is the molecule C7H10, with properties calculated with the ωB97M-V functional and the def2-TZVPD basis.

XYZ file:
```
17
Properties=species:S:1:pos:R:3:lowdin_charge:R:1
H -1.2246 1.4061 0.1036 0.07
C 0.9277 0.0362 1.4127 -0.09
H 1.2019 0.0532 2.4666 0.10
H -1.4876 -1.6209 -0.4213 0.14
H -2.5626 0.3667 0.6223 0.08
C 0.0827 -1.0390 0.8600 -0.11
H -0.1552 -1.8574 1.5623 0.12
C 0.3890 -0.8259 -0.8360 -0.13
H 0.4854 1.0276 -1.4917 0.12
H -2.2859 0.6477 -1.1133 0.08
H 0.4912 -1.4536 -1.7362 0.13
C -1.7968 0.5087 -0.1451 -0.06
C 1.4587 0.8700 0.5106 -0.10
C 1.2036 0.4437 -0.9030 -0.19
H 2.1319 1.6798 0.7615 0.09
H 2.1312 0.4234 -1.4962 0.12
C -0.9325 -0.7143 -0.1833 -0.37
```

Values from the calculation:
* HOMO-LUMO gap: 9.52 eV
* LUMO: 1.1 eV
* HOMO: -8.380 eV

Run iv
Below is a structure of composition C7H10, with properties calculated with the ωB97M-V functional and the def2-TZVPD basis.

XYZ file:
```
17
Properties=species:S:1:pos:R:3:lowdin_charge:R:1
C 1.1181 0.0281 0.1175 -0.19
C -0.7092 1.0024 -0.6395 -0.08
H -0.7385 -2.6189 -0.2013 0.02
C -1.4012 -2.4271 0.6477 -0.05
H -2.4319 -2.3471 0.2930 0.02
H -1.3255 -3.2515 1.3609 0.02
C 1.7614 1.3641 -0.0671 -0.14
H 1.5618 -0.9353 0.3307 0.14
H -1.1100 -1.4929 1.1349 0.00
H -1.1579 1.9698 -0.8815 0.10
C 0.7984 1.9973 0.8442 -0.02
C -0.0081 0.8772 0.7213 -0.15
H 2.7920 1.5928 -0.3360 0.12
H 1.0149 0.3412 -2.1524 0.12
H 0.4694 3.0343 0.9051 0.10
H -1.3752 0.1794 -0.9265 0.10
C 0.7415 0.6861 -1.1510 -0.11
```

Values from the calculation:
* HOMO-LUMO gap: 8.51 eV
* LUMO: 0.3 eV
* HOMO: -8.185 eV

run iii has the most favorable energy; the next structure is 60.0 kJ/mol above.